Run P
{
  "formula": "C2H7N3OS",
  "method": "ωB97M-V with the def2-TZVPD basis set",
  "smiles": "[H]/N=C(/NS)NOC",
  "gap_ha": 0.3546,
  "spin_multiplicity": 1,
  "charge": 0,
  "homo_ev": -8.9,
  "lumo_ev": 0.74,
  "symbols": ["C", "C", "H", "H", "H", "H", "H", "H", "H", "N", "N", "N", "O", "S"],
  "coordinates": [[-1.8757, -1.1947, 0.6543], [-0.1540, 1.1095, -0.0222], [-2.1277, -2.2873, 0.7430], [-1.3285, -0.9488, 1.5935], [-2.8012, -0.6261, 0.6301], [-1.5986, 0.7631, -1.2418], [-1.1473, 2.6771, -0.3866], [1.1863, 0.8161, 1.4579], [1.0651, -1.7750, -0.0968], [-0.8131, 0.2885, -0.8979], [-0.3325, 2.3342, 0.2149], [0.8092, 0.3796, 0.6255], [-1.1081, -1.0807, -0.5043], [1.8843, -0.6549, -0.1284]]
}

---

Run Q
{
  "formula": "C2H7N3OS",
  "method": "ωB97M-V with the def2-TZVPD basis set",
  "smiles": "CONC(=S)NN",
  "gap_ha": 0.3269,
  "spin_multiplicity": 1,
  "charge": 0,
  "homo_ev": -8.2,
  "lumo_ev": 0.65,
  "symbols": ["C", "C", "H", "H", "H", "H", "H", "H", "H", "N", "N", "N", "O", "S"],
  "coordinates": [[-2.5381, -0.6991, 0.4343], [0.4533, 0.2682, 0.0313], [-3.4710, -0.8178, -0.1136], [-2.4937, 0.3011, 0.9916], [-2.4377, -1.5667, 1.1786], [0.1949, -1.7612, -0.3850], [2.3875, 0.8828, 0.1667], [3.0062, -1.2435, -0.7012], [2.7101, -1.5081, 0.9208], [-0.2582, -0.8846, -0.1011], [1.7918, 0.0350, 0.1817], [2.3062, -1.2327, 0.0370], [-1.5521, -0.8079, -0.6139], [-0.1156, 1.8337, -0.0477]]
}

---

Short version: run P is the least stable of them.

---

Run P
{
  "formula": "C2H7N3OS",
  "method": "ωB97M-V with the def2-TZVPD basis set",
  "smiles": "CN/C(=N/O)NS",
  "gap_ha": 0.3305,
  "spin_multiplicity": 1,
  "charge": 0,
  "homo_ev": -8.6,
  "lumo_ev": 0.41,
  "symbols": ["C", "C", "H", "H", "H", "H", "H", "H", "H", "N", "N", "N", "O", "S"],
  "coordinates": [[-1.9697, -0.1112, -0.3367], [0.4416, -0.6499, 0.0625], [-1.9703, 0.2689, -1.4921], [-2.8612, -0.5987, -0.1695], [-1.8672, 0.8307, 0.2518], [-1.0811, -2.0515, -0.1720], [0.3638, 0.8079, 1.6136], [1.7634, 2.3372, 0.3060], [2.7442, -0.2941, 0.4848], [-0.9358, -1.0037, 0.0796], [0.7152, 0.5952, 0.6755], [1.3886, -1.2257, -0.5751], [2.6651, -0.8018, -0.3139], [0.6033, 1.8968, -0.4144]]
}

---

Run Q
{
  "formula": "C2H7N3OS",
  "method": "ωB97M-V with the def2-TZVPD basis set",
  "smiles": "N/N=C(/CS)NO",
  "gap_ha": 0.3475,
  "spin_multiplicity": 1,
  "charge": 0,
  "homo_ev": -8.7,
  "lumo_ev": 0.79,
  "symbols": ["C", "C", "H", "H", "H", "H", "H", "H", "H", "N", "N", "N", "O", "S"],
  "coordinates": [[-0.0003, 0.1760, 0.1326], [0.2563, -0.2405, 1.5687], [0.1120, 2.2574, -1.7443], [1.4352, 1.5749, -2.1260], [0.9499, 0.4494, 2.0379], [-0.6835, -0.3781, 2.1142], [1.9953, -1.4519, 0.6883], [-0.9145, -0.1510, -1.5566], [-2.6174, -1.0359, 0.2883], [0.5557, 1.3354, -1.7488], [0.8855, 0.9317, -0.3753], [-1.1581, -0.1913, -0.5587], [-1.8214, -1.3818, -0.1795], [1.0054, -1.8945, 1.4593]]
}

---

Run R
{
  "formula": "C2H7N3OS",
  "method": "ωB97M-V with the def2-TZVPD basis set",
  "gap_ha": 0.2804,
  "spin_multiplicity": 1,
  "charge": 0,
  "homo_ev": -8.7,
  "lumo_ev": -1.05,
  "symbols": ["C", "C", "H", "H", "H", "H", "H", "H", "H", "N", "N", "N", "O", "S"],
  "coordinates": [[-1.0411, 0.2084, 2.1116], [0.0525, -0.3183, -0.0356], [-0.7176, 1.1272, 1.5282], [-2.0321, 0.4540, 2.5956], [-0.2680, -0.1218, 2.9027], [-2.5822, -1.8787, 1.4852], [0.6833, -2.0448, 0.2220], [-1.0298, 1.2894, -0.6600], [1.2783, -0.2039, -2.0942], [-1.0149, -0.4712, 0.8870], [0.9468, -1.1469, -0.3987], [0.0328, 1.0228, -0.4798], [-1.1402, -2.0163, 0.9888], [1.2481, 1.3960, -1.6503]]
}

---

Short version: run R is the least stable of them.

---

Run P
{
  "formula": "C2H7N3OS",
  "method": "ωB97M-V with the def2-TZVPD basis set",
  "smiles": "[H]/N=C(\\NO)NSC",
  "gap_ha": 0.3334,
  "spin_multiplicity": 1,
  "charge": 0,
  "homo_ev": -8.7,
  "lumo_ev": 0.36,
  "symbols": ["C", "C", "H", "H", "H", "H", "H", "H", "H", "N", "N", "N", "O", "S"],
  "coordinates": [[-2.5349, 0.2393, 0.8154], [0.8264, 0.5517, 0.0087], [-2.7471, -0.2945, 1.7978], [-3.5063, 0.8510, 0.2667], [-1.9332, 1.0560, 1.2330], [0.6866, -1.4095, -0.0639], [1.3010, 2.4368, -0.3361], [2.6976, 0.6195, -0.5913], [3.0493, -0.9878, 0.8974], [0.0110, -0.5821, 0.2590], [0.4268, 1.7899, -0.2829], [2.1250, 0.3053, 0.1079], [2.2767, -1.0858, 0.1706], [-1.5906, -0.5577, -0.6314]]
}

---

Run Q
{
  "formula": "C2H7N3OS",
  "method": "ωB97M-V with the def2-TZVPD basis set",
  "smiles": "CO/C(=N/S)NN",
  "gap_ha": 0.3373,
  "spin_multiplicity": 1,
  "charge": 0,
  "homo_ev": -8.4,
  "lumo_ev": 0.83,
  "symbols": ["C", "C", "H", "H", "H", "H", "H", "H", "H", "N", "N", "N", "O", "S"],
  "coordinates": [[2.6355, -0.8063, 0.0340], [0.5373, 0.2376, -0.0844], [3.6670, -0.3718, 0.0163], [2.4759, -1.2852, 0.9794], [2.4105, -1.4141, -0.8503], [0.6643, 2.3301, 0.0968], [-1.4334, 1.3490, 1.0733], [-1.9389, 1.4021, -0.5430], [-1.7839, -2.3279, -0.1426], [0.0245, 1.5199, -0.2840], [-1.2961, 1.8103, 0.1536], [-0.0620, -0.8702, -0.0085], [1.8472, 0.3653, 0.0707], [-1.7838, -1.0258, 0.0049]]
}

---

Run R
{
  "formula": "C2H7N3OS",
  "method": "ωB97M-V with the def2-TZVPD basis set",
  "gap_ha": 0.2585,
  "spin_multiplicity": 1,
  "charge": 0,
  "homo_ev": -7.6,
  "lumo_ev": -0.59,
  "symbols": ["C", "C", "H", "H", "H", "H", "H", "H", "H", "N", "N", "N", "O", "S"],
  "coordinates": [[2.2441, -0.8952, -1.3620], [0.1761, -0.5986, -0.3905], [2.0586, -0.6598, -2.5726], [3.1649, -1.7147, -1.1397], [2.3833, 0.3376, -0.6656], [1.2814, 1.2413, -0.4312], [0.3342, 1.2776, 2.4503], [-1.2559, -1.9992, -0.3418], [-1.6792, 1.1945, 0.6915], [0.9528, -1.4541, -1.0125], [0.4244, 0.7454, -0.0577], [-1.0413, -1.1486, 0.1107], [-2.2212, -0.2767, -0.0568], [-0.3368, 1.5313, 1.2309]]
}

---

Run S
{
  "formula": "C2H7N3OS",
  "method": "ωB97M-V with the def2-TZVPD basis set",
  "smiles": "CN(N)C(=O)NS",
  "gap_ha": 0.3601,
  "spin_multiplicity": 1,
  "charge": 0,
  "homo_ev": -9.5,
  "lumo_ev": 0.25,
  "symbols": ["C", "C", "H", "H", "H", "H", "H", "H", "H", "N", "N", "N", "O", "S"],
  "coordinates": [[-1.8646, -0.3159, -0.4868], [0.1411, 0.8487, 0.0904], [-2.1766, 0.3435, -1.3902], [-2.2742, -1.5849, -0.4793], [-2.4971, 0.1726, 0.3956], [0.2292, -1.1733, 1.4944], [0.9059, -1.4664, 0.1181], [2.0005, 1.5358, 0.8638], [2.4025, 0.8318, -1.3981], [-0.5012, -0.2477, -0.1070], [-0.0447, -1.4085, 0.5447], [1.4910, 0.7197, 0.6366], [-0.4292, 1.9429, 0.0579], [2.6173, -0.1984, -0.3400]]
}

---

Short version: run R is the least stable of them.